[1]
Formula: C4H7F
Source: the OMol25 dataset
Level of theory: ωB97M-V with the def2-TZVPD basis set

ORCA input file:
```
! RIJCOSX wB97M-V def2-TZVPD def2/J DEFGRID3
* xyz 0 1
C 0.2281 1.1432 -0.9106
C -0.4112 0.3215 0.2140
C 0.2755 -0.5209 1.2294
C -0.3672 -1.1867 0.1501
F 0.5130 -1.4526 -1.0043
H 0.3995 2.2448 -0.7885
H 1.2757 0.8241 -0.9201
H -0.4910 0.7601 -1.9052
H -1.2207 0.8339 0.5289
H 1.4099 -0.6161 1.2093
H -0.1920 -0.5823 2.0163
H -1.4195 -1.7689 0.1806
*
```

The LUMO energy comes out at 1.16 eV. Its HOMO-LUMO gap is 11.142 eV. Its SMILES is C[C@@H]1C[C@@H]1F.

Mulliken population analysis, charges in e, atoms 1 to 6: C -0.98; C -0.30; C -0.77; C 0.23; F -0.31; H 0.36

=====

[2]
Formula: C4H7F
Source: the OMol25 dataset
Level of theory: ωB97M-V with the def2-TZVPD basis set

ORCA input file:
```
! RIJCOSX wB97M-V def2-TZVPD def2/J DEFGRID3
* xyz 0 1
C 0.3698 -1.4724 0.2236
C 0.1034 -0.1709 0.0683
C 0.7317 0.9952 0.8142
C -0.9307 0.1800 -0.8996
F -1.2468 -0.8802 -1.5928
H 1.1461 -1.8511 0.8940
H -0.2120 -2.2004 -0.3518
H 1.6323 0.7313 1.3141
H -0.0374 1.4308 1.4504
H 0.8627 1.7458 0.0742
H -0.5827 0.9161 -1.5991
H -1.8362 0.5758 -0.3955
*
```

The LUMO energy comes out at 1.09 eV. Its HOMO-LUMO gap is 10.504 eV. Its SMILES is C=C(C)CF.

Mulliken population analysis, charges in e, atoms 1 to 6: C -0.88; C 0.65; C -1.24; C -0.29; F -0.30; H 0.27

=====

[3]
Formula: C4H7F2N
Source: the OMol25 dataset
Level of theory: ωB97M-V with the def2-TZVPD basis set

ORCA input file:
```
! RIJCOSX wB97M-V def2-TZVPD def2/J DEFGRID3
* xyz 0 1
C -0.0806 1.6315 -0.8593
C 0.0471 0.5328 -0.2878
C -1.0566 -0.4902 -0.2860
C 1.5790 -0.0308 0.0385
N 1.5287 -1.2090 0.7032
F 2.2516 -0.2361 -1.2021
F 2.3504 0.9846 0.4993
H 0.6857 2.3952 -0.9915
H -0.9753 1.9722 -1.3378
H -1.8759 0.2177 -0.3956
H -1.0592 -1.0545 0.6630
H -1.1968 -1.0436 -1.1212
H 2.4016 -1.8056 0.6571
H 1.0889 -1.2706 1.6600
*
```

The LUMO energy comes out at 0.96 eV. Its HOMO-LUMO gap is 11.227 eV. Its SMILES is C=C(C)C(N)(F)F.

Mulliken population analysis, charges in e, atoms 1 to 6: C -0.99; C 0.53; C -1.12; C 0.74; N -0.51; F -0.30

=====

[4]
Formula: C4H7F2N
Source: the OMol25 dataset
Level of theory: ωB97M-V with the def2-TZVPD basis set

ORCA input file:
```
! RIJCOSX wB97M-V def2-TZVPD def2/J DEFGRID3
* xyz 0 1
C 0.2975 0.3030 -1.6081
C 0.2523 0.0657 -0.0222
N 1.4664 0.4699 0.6056
C -1.1301 0.2240 0.7047
C -0.5920 -1.1723 0.6734
F -0.2374 -1.7184 1.7854
F -1.3914 -1.9584 -0.1413
H -0.4638 1.0658 -1.8854
H 0.2860 -0.6944 -2.0594
H 1.2909 0.7019 -1.6842
H 1.6875 0.1091 1.4757
H 1.7130 1.5385 0.4952
H -1.2849 0.6929 1.6843
H -1.8942 0.3728 -0.0236
*
```

The LUMO energy comes out at 1.02 eV. Its HOMO-LUMO gap is 9.897 eV. Its SMILES is C[C@@]1(N)CC1(F)F.

Mulliken population analysis, charges in e, atoms 1 to 6: C -1.23; C 0.56; N -0.57; C -0.93; C 0.73; F -0.27

=====

[5]
Formula: C4H7F2NO
Source: the OMol25 dataset
Level of theory: ωB97M-V with the def2-TZVPD basis set

ORCA input file:
```
! RIJCOSX wB97M-V def2-TZVPD def2/J DEFGRID3
* xyz 0 1
C -0.4595 1.7848 0.4244
C 1.5037 -1.1471 0.7993
C 0.3349 -1.5472 -0.2051
C -0.3922 -0.3892 -0.8213
N -1.6243 2.2598 -0.0312
O 0.4048 2.1137 1.1637
F -0.0892 0.0007 -2.0482
F -1.7059 -0.6586 -0.7247
H 1.9923 -0.3092 0.3583
H 2.2648 -1.9612 0.6330
H 1.1638 -1.1023 1.8803
H 0.8199 -1.9083 -0.9798
H -0.4040 -2.1814 0.3872
H -1.9476 1.8492 -0.9414
H -1.8614 3.1963 0.1054
*
```

The LUMO energy (spin up / spin down) comes out at 0.53 / 0.68 eV. Its HOMO-LUMO gap (spin up / spin down) is 8.400 / 8.434 eV.

Mulliken population analysis, charges in e, atoms 1 to 6: C 0.40; C -1.10; C -0.44; C 0.29; N -0.34; O -0.42

=====

[6]
Formula: C4H7FN2
Source: the OMol25 dataset
Level of theory: ωB97M-V with the def2-TZVPD basis set

ORCA input file:
```
! RIJCOSX wB97M-V def2-TZVPD def2/J DEFGRID3
* xyz 0 1
H 0.7847 2.3339 0.2119
N 0.0695 1.6431 -0.0455
C 0.6725 0.4924 -0.0139
C 2.1690 0.1991 0.0419
F 2.4895 -1.1410 -0.1101
N -0.0491 -0.7341 0.2114
C -1.4924 -0.9898 0.0060
C -2.5257 -0.1497 -0.0442
H 2.6094 0.5850 1.0274
H 2.5149 0.8214 -0.8821
H 0.5112 -1.5378 -0.0590
H -1.6940 -1.9952 -0.0811
H -2.5858 0.9903 -0.1988
H -3.4738 -0.5176 -0.0640
*
```

The LUMO energy comes out at 0.88 eV. Its HOMO-LUMO gap is 9.656 eV. Its SMILES is [H]/N=C(\CF)NC=C.

Mulliken population analysis, charges in e, atoms 1 to 6: H 0.20; N -0.62; C 0.41; C -0.27; F -0.31; N -0.19

=====

[7]
Formula: C4H7FN2
Source: the OMol25 dataset
Level of theory: ωB97M-V with the def2-TZVPD basis set

ORCA input file:
```
! RIJCOSX wB97M-V def2-TZVPD def2/J DEFGRID3
* xyz 0 1
C 0.2543 -0.4403 -0.1612
C -0.5125 0.1309 0.9586
C 1.7217 -0.4371 0.0312
C -1.8300 0.1961 0.9354
N -0.1811 0.4306 -1.4212
N -0.4424 -0.0680 -2.4530
F -2.3082 1.1060 1.8296
H -0.0033 -1.4216 -0.5876
H 0.0511 0.6941 1.5842
H 2.0242 0.5399 0.5310
H 2.1391 -0.5328 -1.0184
H 2.0877 -1.3659 0.7007
H -2.6935 -0.2951 0.4104
H -0.3072 1.4633 -1.3396
*
```

The LUMO energy comes out at 0.97 eV. Its HOMO-LUMO gap is 8.784 eV.

Mulliken population analysis, charges in e, atoms 1 to 6: C 0.39; C -0.54; C -1.19; C -0.06; N 0.31; N -0.83

=====

[8]
Formula: C4H7FN2
Source: the OMol25 dataset
Level of theory: ωB97M-V with the def2-TZVPD basis set

ORCA input file:
```
! RIJCOSX wB97M-V def2-TZVPD def2/J DEFGRID3
* xyz 0 3
C -0.6155 1.7049 -0.9491
C -0.0354 0.5539 1.0600
C 1.6100 -0.6945 -0.3521
C -0.4079 -1.6653 -0.0610
N -0.6578 1.6401 0.3076
N 0.4677 -0.5680 0.2368
F 2.5630 0.2452 0.0621
H -1.2327 2.4935 -1.3341
H 0.7039 0.9219 1.6301
H -0.7108 0.0450 1.7688
H 0.1402 1.0720 -1.6954
H -0.5365 -2.1971 0.7718
H -1.2568 -1.2067 -0.5419
H -0.0314 -2.3450 -0.9036
*
```

The expectation value of S² is 2.006. The LUMO energy (spin up / spin down) comes out at 0.89 / -2.85 eV. Its HOMO-LUMO gap (spin up / spin down) is 6.810 / 6.342 eV.

Mulliken population analysis, charges in e, atoms 1 to 6: C -0.63; C -0.57; C -0.27; C -1.03; N -0.12; N 0.31

=====

Here are the calculated E numbers, same order: -6975.512 -6977.897 -11185.200 -11184.462 -13230.926 -9957.274 -9955.121 -9951.235 (eV).
Here are the calculated relative energy (zero: lowest compared OMol25 entry of this formula, charge and spin) numbers, same order: 258.63 28.57 67.44 138.64 320.26 145.54 353.27 255.80 (kJ/mol).